1.
88
Properties=species:S:1:pos:R:3:lowdin_charge:R:1 method="wB97M-V/def2-TZVPD" charge=+3 e_lumo_ev="-10.42 / -10.42" e_tot_ev=-85981.256 gap_ha="0.1803 / 0.1802" relative_energy_ev=0.000 e_homo_ev="-15.324 / -15.324"
V -0.7250 -0.2664 -0.2947 1.190
C 1.2418 5.9195 2.5898 -0.009
C 1.0234 4.5846 1.9539 -0.202
C 2.0911 3.7916 1.5325 0.074
C 1.9016 2.5112 1.0218 -0.070
C 3.0515 1.6599 0.7700 0.076
N 3.0178 0.3889 0.9158 0.113
C 4.1037 -0.5598 0.6947 -0.101
C 3.6209 -1.6703 -0.2442 -0.121
C 3.4067 -1.0727 -1.6335 -0.120
N 3.0670 -2.0240 -2.6929 0.142
C 2.2591 -3.0248 -2.7249 0.065
C 1.2743 -3.5535 -1.7992 -0.081
C 1.2090 -4.9596 -1.7923 0.061
C 0.2581 -5.6857 -1.0944 -0.212
C 0.2992 -7.1780 -1.0139 -0.008
C -0.7985 -4.9553 -0.5572 0.080
C -0.8167 -3.5661 -0.5929 -0.081
C -2.0666 -2.8747 -0.3599 -0.011
N -2.3086 -1.6198 -0.4983 -0.014
C -3.7361 -1.2529 -0.4325 -0.147
C -4.0156 0.1342 -0.9796 -0.147
C -3.6591 1.2238 0.0109 -0.156
N -2.2147 1.3425 0.2694 0.030
C -1.8513 2.4506 0.7945 -0.007
C -0.4985 2.8653 1.1406 -0.067
C -0.2660 4.0983 1.7394 0.078
C 0.5885 2.0447 0.8096 -0.178
O 0.3279 0.8894 0.2288 -0.128
C 0.2942 -2.8312 -1.0776 -0.177
O 0.2504 -1.5233 -0.9023 -0.091
H 2.2254 5.9921 3.0487 0.096
H 0.4835 6.1209 3.3444 0.099
H 1.1710 6.7082 1.8360 0.110
H 3.1031 4.1635 1.6486 0.146
H 3.9913 2.1268 0.4842 0.172
H 2.1596 -0.0619 1.3113 0.094
H 4.3658 -0.9999 1.6579 0.153
H 4.9793 -0.0472 0.2959 0.142
H 2.6996 -2.0895 0.1628 0.107
H 4.3703 -2.4626 -0.2734 0.141
H 4.3321 -0.5947 -1.9543 0.148
H 2.6299 -0.3106 -1.6074 0.094
H 3.5814 -1.8713 -3.5540 0.186
H 2.3392 -3.6147 -3.6350 0.170
H 1.9627 -5.5033 -2.3519 0.144
H 1.1654 -7.5859 -1.5287 0.093
H -0.5990 -7.6179 -1.4507 0.105
H 0.3307 -7.4994 0.0283 0.105
H -1.6546 -5.4812 -0.1477 0.152
H -2.9103 -3.5403 -0.1718 0.163
H -4.0770 -1.3142 0.6072 0.143
H -4.3105 -1.9853 -1.0001 0.140
H -5.0825 0.2117 -1.1859 0.140
H -3.4867 0.2767 -1.9216 0.099
H -4.1519 1.0142 0.9666 0.138
H -4.0453 2.1799 -0.3462 0.140
H -2.6163 3.2022 0.9972 0.161
H -1.1139 4.7133 2.0207 0.148
O 1.1013 1.0094 -2.2287 0.052
C -0.0683 1.1185 -2.5822 -0.466
O -1.0348 0.4545 -1.9464 -0.123
C -0.4694 2.0027 -3.6865 -0.143
C 0.4920 2.8392 -4.2607 -0.007
C 0.1277 3.7149 -5.2655 -0.043
C -1.1896 3.7550 -5.7090 -0.034
C -2.1427 2.9082 -5.1576 -0.046
C -1.7876 2.0360 -4.1453 -0.011
H 1.5096 2.7918 -3.8992 0.118
H 0.8704 4.3679 -5.7033 0.119
H -1.4740 4.4492 -6.4885 0.122
H -3.1614 2.9283 -5.5205 0.118
H -2.5201 1.3653 -3.7153 0.104
O -2.7948 0.0579 3.2383 0.075
C -1.8063 -0.1015 4.1475 -0.233
C -2.1105 0.1844 5.4743 0.015
C -1.1585 0.0191 6.4582 -0.020
C 0.1286 -0.4232 6.1420 -0.050
C 0.4530 -0.6814 4.8335 -0.006
C -0.4953 -0.5204 3.8090 -0.067
C -0.0648 -0.7662 2.4346 -0.432
O 1.1263 -0.8962 2.1248 0.033
O -0.9924 -0.8580 1.4834 -0.140
H -2.4862 -0.3141 2.4055 0.056
H -3.1156 0.5087 5.7101 0.133
H -1.4136 0.2236 7.4893 0.126
H 0.8604 -0.5663 6.9242 0.119
H 1.4449 -1.0235 4.5716 0.122


2.
88
Properties=species:S:1:pos:R:3:lowdin_charge:R:1 method="wB97M-V/def2-TZVPD" charge=+1 e_lumo_ev=-4.86 e_tot_ev=-69989.303 gap_ha=0.2018 e_homo_ev=-10.352
C 6.8232 -2.4150 -3.1230 -0.100
C 6.0995 -1.3677 -2.1766 -0.144
B 6.5907 0.0994 -2.5774 -0.379
O 7.7198 0.7149 -1.9952 0.124
C 5.8474 0.9979 -3.7372 -0.060
N 6.0076 0.5073 -4.9756 0.141
N 5.4686 1.2122 -5.9507 0.051
C 4.8003 2.3608 -5.6904 -0.007
C 4.5184 2.9809 -4.3995 -0.162
P 3.5372 4.5691 -4.1552 0.933
O 3.3106 5.3114 -5.6448 -0.261
O 4.6370 5.5417 -3.3119 -0.279
C 5.1212 2.1983 -3.2505 -0.048
C 4.9538 2.6669 -1.7962 -0.114
C 3.4352 2.6777 -1.2720 -0.124
C 2.4622 1.8040 -2.1139 -0.230
C 2.5544 0.3492 -2.2502 -0.027
C 1.5662 -0.3821 -3.0593 -0.052
C 0.4613 0.2973 -3.7447 -0.076
C 0.3501 1.7488 -3.6003 -0.071
C 1.3379 2.4547 -2.8033 -0.088
H 6.3222 -3.4212 -3.1244 0.086
H 7.8828 -2.5841 -2.7873 0.088
H 6.8861 -2.0498 -4.1828 0.064
H 6.4720 -1.5645 -1.1283 0.118
H 4.9815 -1.4540 -2.1800 0.082
H 8.3272 1.0459 -2.6837 0.123
H 5.5889 0.8828 -6.9153 0.192
H 4.4109 2.9076 -6.5909 0.140
H 4.1259 5.2051 -6.1765 0.058
H 4.1638 6.0402 -2.6217 0.067
H 5.2941 3.7436 -1.7665 0.121
H 5.5678 2.1315 -1.0343 0.123
H 3.0662 3.7437 -1.2912 0.101
H 3.4364 2.3817 -0.1897 0.129
H 3.3719 -0.1950 -1.7169 0.094
H 1.6551 -1.4867 -3.1674 0.093
H -0.2956 -0.2199 -4.3698 0.094
H -0.4907 2.2726 -4.1218 0.114
H 1.2292 3.5543 -2.6849 0.076
F -3.3134 1.0870 -2.5874 0.049
C -3.1039 0.9623 -1.2624 -0.289
C -4.1787 1.0392 -0.3953 -0.016
C -3.9609 0.9050 0.9705 -0.075
C -2.6712 0.7065 1.4521 -0.091
C -1.6002 0.6362 0.5695 -0.074
C -1.8179 0.7595 -0.7972 -0.021
H -5.1747 1.2023 -0.7886 0.118
H -4.7957 0.9557 1.6593 0.109
H -2.5028 0.6062 2.5173 0.091
H -0.5950 0.4854 0.9454 0.105
H -0.9971 0.6984 -1.5006 0.083
F -2.6291 -1.1866 4.1591 0.046
C -3.8918 -1.5165 4.4918 -0.288
C -4.6967 -2.1400 3.5557 -0.026
C -5.9974 -2.4847 3.8999 -0.083
C -6.4796 -2.1923 5.1709 -0.090
C -5.6610 -1.5609 6.1000 -0.082
C -4.3567 -1.2254 5.7610 -0.014
H -4.3054 -2.3520 2.5680 0.115
H -6.6351 -2.9803 3.1778 0.105
H -7.4961 -2.4580 5.4368 0.103
H -6.0383 -1.3303 7.0879 0.093
H -3.7016 -0.7410 6.4748 0.114
F -0.0050 -2.5737 -4.5687 0.031
C -1.2443 -3.1087 -4.6065 -0.284
C -1.5431 -4.0593 -5.5645 -0.019
C -2.8169 -4.6117 -5.5986 -0.077
C -3.7774 -4.1988 -4.6818 -0.089
C -3.4642 -3.2386 -3.7275 -0.073
C -2.1877 -2.6930 -3.6850 -0.018
H -0.7840 -4.3622 -6.2752 0.116
H -3.0611 -5.3631 -6.3396 0.108
H -4.7721 -4.6275 -4.7124 0.105
H -4.2142 -2.9144 -3.0161 0.108
H -1.9228 -1.9494 -2.9421 0.108
F -4.4409 -1.8908 8.9430 0.053
C -4.0213 -0.9238 9.7791 -0.289
C -4.6338 0.3160 9.7430 -0.022
C -4.2034 1.3124 10.6097 -0.081
C -3.1603 1.0605 11.4934 -0.096
C -2.5506 -0.1884 11.5156 -0.081
C -2.9866 -1.1893 10.6573 -0.017
H -5.4398 0.4960 9.0418 0.113
H -4.6806 2.2848 10.5959 0.106
H -2.8227 1.8401 12.1662 0.102
H -1.7351 -0.3825 12.2018 0.106
H -2.5294 -2.1710 10.6665 0.118